Entry 1:
The following is a quantum chemistry calculation of one molecule with the formula C4H8N2O at a distorted geometry, from the OMol25 dataset.

ORCA input file:
```
! wB97M-V def2-TZVPD RIJCOSX def2/J DEFGRID3
* xyz 0 1
O -1.272 0.903 1.070
C 0.057 0.399 1.135
C 1.031 0.954 0.072
N 0.648 0.687 -1.258
C 0.054 -0.360 -1.535
N -0.268 -1.335 -0.636
C -0.072 -1.122 0.833
H -1.343 0.831 0.086
H 0.362 0.699 2.196
H 2.085 0.472 0.256
H 1.159 2.113 0.132
H -0.239 -0.591 -2.599
H -0.690 -2.283 -1.001
H -0.976 -1.401 1.302
H 0.742 -1.755 1.301
*
```

Properties
HOMO-LUMO gap (eV): 9.661
E_tot (eV): -9304.0850
Maximum force (hartree/bohr): 0.0658
Molar mass (g/mol): 100.12

Entry 2:
The following is a quantum chemistry calculation of a 2-piece molecular cluster, C5H13NO overall at a distorted geometry, from the OMol25 dataset.

ORCA input file:
```
! wB97M-V def2-TZVPD RIJCOSX def2/J DEFGRID3
* xyz 0 1
C -0.209 -2.569 -0.392
C 0.646 -1.716 0.566
C 0.465 -0.177 0.395
C 1.503 0.675 0.356
N 1.339 2.167 0.205
C -0.147 2.508 0.142
H -0.131 -2.176 -1.408
H 0.073 -3.674 -0.359
H -1.239 -2.619 -0.067
H 1.693 -1.925 0.473
H 0.494 -2.002 1.676
H -0.542 0.155 0.142
H 2.609 0.534 0.565
H 1.668 2.455 -0.750
H -0.616 2.456 1.086
H -0.644 1.879 -0.662
H -0.161 3.539 -0.251
O -2.608 0.360 -0.714
H -1.821 -0.016 -1.192
H -2.373 0.147 0.190
*
```

Properties
HOMO-LUMO gap (eV): 9.636
E_tot (eV): -8931.6303
Maximum force (hartree/bohr): 0.0683
Molar mass (g/mol): 103.16

Entry 3:
The following is a quantum chemistry calculation of one molecule with the formula CH5NO at a distorted geometry, from the OMol25 dataset.

ORCA input file:
```
! wB97M-V def2-TZVPD RIJCOSX def2/J DEFGRID3
* xyz 0 1
N -0.163 -0.918 -0.509
C 0.049 0.467 -0.212
O -0.692 0.680 0.989
H -0.538 -1.509 0.207
H 0.424 -1.379 -1.178
H 1.187 0.542 -0.083
H -0.148 1.233 -0.943
H -0.119 0.885 1.729
*
```

Properties
HOMO-LUMO gap (eV): 9.699
E_tot (eV): -4654.7750
Maximum force (hartree/bohr): 0.0674
Molar mass (g/mol): 47.06

Entry 4:
The following is a quantum chemistry calculation of one molecule with the formula C4H8S at a distorted geometry, from the OMol25 dataset.

ORCA input file:
```
! wB97M-V def2-TZVPD RIJCOSX def2/J DEFGRID3
* xyz 0 1
C 0.972 -0.806 0.908
C -0.181 -0.455 0.019
C -0.877 0.930 0.341
S 0.057 1.975 -0.775
C 0.128 0.025 -1.296
H 1.161 -1.683 0.325
H 1.617 0.032 0.714
H 0.591 -0.904 1.984
H -1.034 -1.237 0.152
H -1.948 1.093 0.090
H -0.836 1.248 1.410
H 1.121 -0.258 -1.692
H -0.771 0.037 -2.181
*
```

Properties
HOMO-LUMO gap (eV): 9.174
E_tot (eV): -15110.4978
Maximum force (hartree/bohr): 0.1280
Molar mass (g/mol): 88.18

Entry 5:
The following is a quantum chemistry calculation of a 13-piece molecular cluster, C3H33NO12S overall at a distorted geometry, from the OMol25 dataset.

ORCA input file:
```
! wB97M-V def2-TZVPD RIJCOSX def2/J DEFGRID3
* xyz 0 1
C 0.057 0.040 0.377
N -0.629 0.909 1.462
C 0.195 1.999 2.028
C 0.988 1.672 3.403
S 2.001 0.108 3.254
H 0.549 -0.806 0.919
H 0.986 0.367 -0.095
H -0.683 -0.395 -0.358
H -1.608 1.364 1.075
H 1.177 2.214 1.421
H -0.483 2.857 2.272
H 1.656 2.454 3.684
H 0.442 1.454 4.252
H 0.946 -0.550 2.620
H 0.437 3.039 -1.754
H -0.166 4.326 -1.075
O 0.458 3.965 -1.813
H 0.106 -4.055 2.168
H -0.865 -3.476 1.542
O -0.058 -3.783 1.294
H -0.800 -4.125 -0.842
H -0.101 -3.827 -2.008
O -0.952 -3.872 -1.691
H -1.726 -0.903 1.945
H -2.531 -1.479 0.960
O -2.108 -1.881 1.722
H -2.237 -0.820 -1.669
H -2.019 -2.465 -1.780
O -2.498 -1.715 -1.357
H -2.144 0.753 -3.747
H -3.645 0.448 -3.198
O -2.756 0.546 -2.975
H 3.494 -0.983 0.472
H 4.054 -0.461 1.798
O 4.149 -0.512 0.882
H 1.068 0.876 -4.883
H 0.374 0.225 -3.707
O 0.173 0.877 -4.495
H 1.711 -1.492 -1.250
H 2.761 -0.422 -1.735
O 2.335 -0.820 -1.001
H 0.426 -2.877 -0.221
H 1.518 -3.679 0.012
O 1.205 -3.151 -0.685
H -1.176 4.377 0.730
H -1.768 3.444 -0.196
O -2.009 3.953 0.610
H -2.144 3.192 -2.258
H -2.257 1.789 -2.023
O -1.739 2.553 -1.769
*
```

Properties
HOMO-LUMO gap (eV): 8.557
E_tot (eV): -40538.4024
Maximum force (hartree/bohr): 0.1060
Molar mass (g/mol): 307.36

Entry 6:
The following is a quantum chemistry calculation of a 2-piece molecular cluster, CH3I3P overall at a distorted geometry, from the OMol25 dataset.

ORCA input file:
```
! wB97M-V def2-TZVPD RIJCOSX def2/J DEFGRID3
* xyz 1 1
C 0.145 0.076 0.166
P 1.703 0.696 1.113
I 1.847 -1.799 3.675
I 3.634 0.698 -0.507
I 1.288 2.959 1.757
H 0.413 -0.946 0.171
H 0.233 0.620 -0.765
H -0.609 0.620 0.731
*
```

Properties
HOMO-LUMO gap (spin up / spin down) (eV): 4.880 / 4.878
E_tot (eV): -34667.3264
Maximum force (hartree/bohr): 0.0756
Molar mass (g/mol): 426.72